10
Properties=species:S:1:pos:R:3 method="wB97M-V/def2-TZVPD" de_lowest_kj_mol=335.6 e_lumo_ev=0.6 smiles="C=COp1[nH]o1" spin_multiplicity=1 e_homo_ha=-0.35015 gap_ev=10.13 total_energy_ha=-625.1034
C -1.28 0.01 -0.79
H -0.80 -0.50 -1.62
H 1.10 -0.77 1.53
C -0.79 0.72 0.22
H -2.34 -0.12 -0.85
O 0.50 1.19 0.41
P 1.79 0.34 -0.28
H -1.43 1.24 1.03
O 1.35 -1.16 -0.50
N 1.90 -0.95 0.84